A:
C3H9BrN | ωB97M-V with the def2-TZVPD basis set

Geometry as XYZ:
```
14
Properties=species:S:1:pos:R:3:lowdin_charge:R:1
C -0.66 -1.88 -0.97 -0.14
C 0.55 1.79 1.05 -0.10
C -0.83 -0.42 -0.61 -0.52
N 1.04 0.49 0.45 0.02
Br -2.13 -0.09 0.62 0.95
H -1.19 -2.59 -0.44 0.04
H 0.41 -2.22 -1.00 0.12
H -1.01 -2.04 -2.01 0.11
H 1.37 1.89 1.72 0.09
H 0.47 2.60 0.29 0.11
H -0.28 1.86 1.64 0.01
H -0.70 0.13 -1.48 0.06
H 1.31 -0.20 1.13 0.11
H 1.64 0.67 -0.38 0.14
```

M, g/mol: 139.016
HOMO level, eV: -14.8522
Charge: +1
Frontier orbital gap, hartree: 0.338



B:
C3H9BrN | ωB97M-V with the def2-TZVPD basis set

Geometry as XYZ:
```
14
Properties=species:S:1:pos:R:3:lowdin_charge:R:1
C -0.84 0.89 -1.07 0.05
C -1.17 -0.83 0.68 0.03
C -0.38 0.24 0.17 -0.35
N 0.53 0.75 0.90 0.26
Br 3.26 -0.81 -0.52 0.37
H -0.48 0.16 -1.78 0.13
H -0.40 1.74 -1.19 0.04
H -1.96 0.82 -1.26 0.15
H -1.27 -1.65 0.09 0.08
H -2.21 -0.32 0.82 0.17
H -0.81 -1.10 1.65 0.10
H 0.66 0.46 1.85 0.16
H 3.95 -1.85 -1.08 -0.31
H 1.13 1.49 0.73 0.13
```

M, g/mol: 139.016
HOMO level, eV: -14.4586
Charge: +1
Frontier orbital gap, hartree: 0.366



What should be chosen as the most stable of them? Choose B.